[1]
8
Properties=species:S:1:pos:R:3:lowdin_spin:R:1 method="wB97M-V/def2-TZVPD" fmax_ev_per_a=5.59 energy_ha=-1454.48744 multiplicity=7 total_charge=+1 relative_energy_ev=0.306
C -3.29469 -0.02208 0.09479 0.36
C -2.59960 1.06720 0.12718 0.37
H -3.44062 -1.04551 -0.23839 0.01
H -1.74607 1.64244 -0.21999 0.01
C -3.87015 1.09523 1.12673 0.16
O -3.78270 0.81230 2.44146 0.38
Fe -4.28392 1.77543 3.86880 4.64
H -4.80655 1.53115 0.73324 0.07



[2]
9
Properties=species:S:1:pos:R:3:lowdin_spin:R:1 method="wB97M-V/def2-TZVPD" fmax_ev_per_a=4.48 energy_ha=-1529.43075 multiplicity=6 total_charge=+2 relative_energy_ev=0.984
C -1.08531 -0.24440 0.14613 0.53
C -1.72968 0.74398 -0.49824 0.37
H -2.75654 0.63795 -0.87146 0.03
H -1.58309 -1.22528 0.10837 0.05
H -1.28483 1.73785 -0.63097 0.03
O 2.05364 -0.26407 0.92989 0.07
C 2.65980 -0.57301 -0.03623 0.01
O 3.45675 -0.94478 -0.77842 0.02
Fe 0.26928 0.13177 1.63094 3.88



[3]
10
Properties=species:S:1:pos:R:3:nbo_charge:R:1 method="wB97M-V/def2-TZVPD" fmax_ev_per_a=6.96 energy_ha=-2265.72804 multiplicity=1 total_charge=+2 relative_energy_ev=0.023
C 0.68404 -0.35767 -0.28124 0.96
C -1.61282 -0.38289 0.19957 0.38
O -0.55009 -0.64710 -0.65162 -0.42
O 0.97126 0.85745 -0.08663 -0.73
C -2.17307 0.82104 0.20461 -0.01
H -1.97730 -1.24494 0.75776 0.27
H -2.68938 1.01174 1.16407 0.29
H -1.76842 1.64986 -0.37693 0.28
O 1.56364 -1.24995 -0.11030 -0.64
Ga 2.55147 0.22515 0.37548 1.61



[4]
12
Properties=species:S:1:pos:R:3:nbo_charge:R:1 method="wB97M-V/def2-TZVPD" fmax_ev_per_a=4.53 energy_ha=-509.84526 multiplicity=1 total_charge=+1
O -0.30781 0.90035 1.92427 -0.81
Li 0.60864 -0.13722 3.13516 0.97
C -0.16948 0.53749 0.73217 0.15
O -1.27211 0.86382 0.01519 -0.57
C -1.06596 0.91207 -1.44406 -0.50
H -1.20166 1.96414 -1.73919 0.25
H -1.90383 0.33858 -1.87076 0.20
Hg 0.83328 0.03768 -1.28819 1.17
C 1.85972 -1.52612 0.32116 -0.07
O 2.36825 -0.38508 0.00044 -0.69
Li -0.67062 -1.43971 -0.34037 0.84
H 0.92157 -2.06599 0.55419 0.06



[5]
9
Properties=species:S:1:pos:R:3:lowdin_spin:R:1 method="wB97M-V/def2-TZVPD" fmax_ev_per_a=4.20 energy_ha=-419.91866 multiplicity=3 total_charge=-1 relative_energy_ev=0.000
O -1.36856 -1.75718 0.29491 0.29
Hg 2.76767 0.62762 0.10056 0.06
O 0.41638 1.18109 0.22940 0.47
C 0.03590 0.08482 -0.27720 0.68
C -1.18223 -0.55869 0.17286 0.39
C -2.11953 0.48240 -0.66225 0.07
H -1.83156 0.86600 -1.65093 0.03
H -2.33686 1.33627 0.00008 0.01
H -3.05374 -0.06122 -0.85407 0.00



[6]
12
Properties=species:S:1:pos:R:3:nbo_charge:R:1 method="wB97M-V/def2-TZVPD" fmax_ev_per_a=4.70 energy_ha=-1679.67726 multiplicity=1 relative_energy_ev=2.591
C 0.14454 0.06025 0.65552 -0.24
C -0.01135 0.84898 1.88858 -0.40
C -0.56911 3.15124 1.33262 -0.86
O 1.10701 0.55395 -0.27685 -0.75
I -1.62176 0.38267 3.20352 0.25
I 1.85585 1.07056 2.71869 0.25
I -2.42993 3.08658 0.46904 0.29
I -0.54212 3.93753 3.26765 0.27
I 1.01871 3.77465 0.17437 0.30
H -0.98153 0.00209 0.26399 0.19
H 0.40738 -1.05099 0.84651 0.20
H 0.99187 0.32943 -1.23957 0.50



[7]
10
Properties=species:S:1:pos:R:3:nbo_charge:R:1 method="wB97M-V/def2-TZVPD" fmax_ev_per_a=3.78 energy_ha=-598.36814 multiplicity=1 relative_energy_ev=4.570
C 0.30282 -0.72791 0.59774 0.10
C -0.61285 0.13600 -1.76271 0.32
C 0.86025 0.34948 1.32207 -0.72
N -0.87159 -1.12743 0.42995 -0.08
N -1.72968 -1.72975 -0.03214 0.00
O -1.45271 -0.58978 -2.06571 -0.47
I 0.36554 1.59131 -2.89205 0.13
H 1.38965 0.01655 2.16846 0.25
H 1.57050 0.87009 0.65144 0.25
H 0.17807 1.21144 1.58295 0.21



[8]
10
Properties=species:S:1:pos:R:3:nbo_charge:R:1 method="wB97M-V/def2-TZVPD" fmax_ev_per_a=4.46 energy_ha=-598.48257 smiles="[H]/N=C/[C@@](O)(I)C#N" multiplicity=1 relative_energy_ev=1.456
H 0.68824 2.79884 -0.25717 0.36
N 0.87976 1.91040 0.10881 -0.57
C 0.02830 1.07914 -0.17020 0.12
C -0.01005 -0.46959 0.29497 0.19
O 0.63880 -0.90344 1.39588 -0.65
I -2.37255 -0.87915 0.71219 -0.06
C 0.07403 -1.16855 -0.95790 0.16
N 0.14469 -1.80139 -1.90189 -0.24
H -1.01777 1.27413 -0.61510 0.18
H 0.94653 -1.84038 1.39041 0.51



[9]
8
Properties=species:S:1:pos:R:3:nbo_charge:R:1 method="wB97M-V/def2-TZVPD" fmax_ev_per_a=2.14 energy_ha=-488.99015 smiles="C=C(I)C=O" multiplicity=1 relative_energy_ev=0.051
C -0.58106 -1.10420 0.03769 -0.33
C 0.37423 -0.16334 0.01691 -0.34
I 2.34083 -0.56891 0.00723 0.22
C 0.08489 1.30094 -0.07502 0.38
O 0.94455 2.13093 0.06275 -0.50
H -0.46195 -2.20768 0.19298 0.22
H -1.66839 -1.04191 -0.10976 0.22
H -1.03310 1.65417 -0.13278 0.13



[10]
9
Properties=species:S:1:pos:R:3:nbo_charge:R:1 method="wB97M-V/def2-TZVPD" fmax_ev_per_a=3.09 energy_ha=-564.21091 smiles="O=C(I)[C@@H]1CO1" multiplicity=1 relative_energy_ev=1.576
O 2.18976 1.86077 -1.57130 -0.48
C 2.03980 0.94629 -0.82538 0.45
I 3.59047 -0.07511 0.23664 0.04
C 0.78952 0.41411 -0.38004 -0.11
C 0.46962 0.95272 0.94504 -0.08
O 0.82326 -0.37089 0.71926 -0.46
H -0.17271 0.38739 -0.92820 0.24
H 1.21282 1.37553 1.63006 0.21
H -0.59037 1.03830 1.20000 0.20



[11]
8
Properties=species:S:1:pos:R:3:nbo_charge:R:1 method="wB97M-V/def2-TZVPD" fmax_ev_per_a=2.54 energy_ha=-811.76807 multiplicity=1 relative_energy_ev=3.617
C -0.46345 -1.82716 0.41929 -0.04
C 0.22125 -0.88364 0.08096 -0.14
C 1.05176 0.09569 -0.27657 -0.29
S -1.43007 2.14046 0.47923 -0.51
I 3.08811 0.00904 -0.02330 0.34
H -1.31280 -2.25359 0.84960 0.24
H 0.55309 0.82629 -0.93060 0.28
H -1.46730 2.78405 -0.78952 0.12



[12]
12
Properties=species:S:1:pos:R:3:lowdin_spin:R:1 method="wB97M-V/def2-TZVPD" fmax_ev_per_a=5.06 energy_ha=-527.42098 multiplicity=5 total_charge=+3 relative_energy_ev=0.218
C -2.05857 0.85198 0.34165 0.12
C -1.33430 0.84039 -0.97354 0.11
O 0.05125 0.53692 -0.87863 0.12
C 0.47968 -0.79311 -0.72936 0.03
O 0.14183 -1.63342 0.08498 0.07
O 1.28152 -1.04211 -1.65598 0.20
O -1.59923 0.42824 1.37957 0.63
H -3.03235 1.37838 0.31612 0.06
H -1.42154 1.83473 -1.42909 0.00
H -1.87358 0.13907 -1.63210 0.01
Ir 1.76145 0.94829 -1.81517 2.64
Li -0.77588 -1.29024 1.70596 0.00



[13]
8
Properties=species:S:1:pos:R:3:lowdin_spin:R:1 method="wB97M-V/def2-TZVPD" fmax_ev_per_a=0.54 energy_ha=-791.10859 multiplicity=2 total_charge=-1 relative_energy_ev=0.000
C -0.09040 0.41081 -0.15272 0.00
C -1.20104 -0.72672 -0.02748 0.00
C -1.34362 0.73787 0.08145 0.00
H -1.23020 -1.37067 0.86834 0.00
H -1.51141 -1.27058 -0.93616 0.00
H -2.06409 1.54291 0.22552 0.00
O 4.83960 0.46947 0.41583 0.98
K 2.60116 0.20690 -0.47478 0.02



[14]
12
Properties=species:S:1:pos:R:3:lowdin_spin:R:1 method="wB97M-V/def2-TZVPD" fmax_ev_per_a=2.87 energy_ha=-1659.42662 multiplicity=2 total_charge=+2 relative_energy_ev=1.962
H -0.08745 1.38632 3.29005 0.00
C 0.97653 1.65210 2.71175 0.00
C 0.08679 1.27975 1.61743 0.00
O 0.15903 0.04832 1.20793 0.01
C -0.62891 -0.40619 0.09709 0.03
O -1.79010 -0.00751 0.00725 0.08
O -0.03044 -1.18263 -0.64769 0.08
O 2.07746 0.97950 2.89151 0.00
Lu -2.12550 -1.51324 -2.08975 0.81
H 0.99919 2.77221 2.71061 0.00
H -0.34604 2.02558 0.93876 0.00
Li 2.62960 -0.31986 1.75853 0.00



[15]
11
Properties=species:S:1:pos:R:3:lowdin_spin:R:1 method="wB97M-V/def2-TZVPD" fmax_ev_per_a=1.77 energy_ha=-1173.69610 multiplicity=8
H 2.04363 0.06252 -2.19904 -0.01
C 0.88027 -1.23012 1.16748 0.00
C -0.31086 -0.86896 0.64024 0.00
O -0.31755 0.37119 -0.01851 0.01
C -1.48970 0.87786 -0.50484 0.00
O -1.30609 1.90332 -1.18803 0.02
O 1.99590 -0.57430 0.94853 0.02
Li -3.19610 1.73444 -1.18056 0.01
H 0.88319 -2.04441 1.90879 0.00
H -1.27786 -1.32665 0.83379 0.00
Tb 2.09517 1.09512 -0.40784 6.94



[16]
11
Properties=species:S:1:pos:R:3:lowdin_spin:R:1 method="wB97M-V/def2-TZVPD" fmax_ev_per_a=6.57 energy_ha=-521.73804 multiplicity=2 relative_energy_ev=2.196
O 0.31616 -1.84394 0.03241 0.10
C 1.47403 -1.77281 0.48448 -0.01
C 2.06963 -0.52604 0.85271 0.07
H 2.14326 -2.64898 0.40580 0.00
H 3.15112 -0.39934 0.78182 0.00
H 1.40744 0.24570 1.25631 0.00
Tl -1.28648 -0.63513 -0.88022 0.17
O -0.70334 1.60033 -0.79187 0.10
C -1.97659 1.64744 -0.69941 0.34
O -2.60988 2.76047 -0.85698 0.21
Li -3.98535 1.57230 -0.58505 0.01



[17]
11
Properties=species:S:1:pos:R:3:lowdin_spin:R:1 method="wB97M-V/def2-TZVPD" fmax_ev_per_a=1.97 energy_ha=-386.91874 multiplicity=2 total_charge=+2 relative_energy_ev=0.074
O -0.03998 1.09815 1.24171 0.02
Y -1.93463 -0.72660 -0.72511 0.88
C 0.97330 2.01685 1.20563 0.00
C 0.29899 -0.00662 0.31480 0.04
O 1.72848 1.83215 0.17222 0.00
C 1.30936 0.65132 -0.59244 0.01
H 0.89310 1.02271 -1.53598 0.00
H 2.18729 0.02359 -0.77904 0.00
H 0.60178 -1.84783 0.99478 0.01
Li 0.47678 -0.11957 2.89225 0.02
O 0.91534 -0.96024 1.19234 0.02



[18]
12
Properties=species:S:1:pos:R:3:mulliken_charge:R:1 method="wB97M-V/def2-TZVPD" fmax_ev_per_a=7.14 energy_ha=-596.69503 multiplicity=1 total_charge=+1 relative_energy_ev=6.662
O -4.65856 -0.62772 0.57944 -0.28
O -1.46744 -0.41566 -0.20516 -0.30
C -0.22175 -0.16667 0.15886 1.12
C -2.42624 0.65246 -0.32760 -0.14
O 0.60648 -1.08352 0.18941 -0.75
O 0.11726 1.03195 0.51159 -0.69
C -3.44440 0.68870 0.68712 -0.62
H -2.75719 0.73574 -1.37098 0.46
H -4.10388 1.57302 0.54731 0.38
H -3.07622 0.53050 1.72364 0.29
Li 1.97972 0.22846 0.71621 0.89
Tl -1.19655 2.43552 0.36823 0.64



[19]
12
Properties=species:S:1:pos:R:3:lowdin_spin:R:1 method="wB97M-V/def2-TZVPD" fmax_ev_per_a=3.29 energy_ha=-1582.67993 multiplicity=3 total_charge=+2
H -0.90184 -1.27515 0.71172 0.00
C -2.05890 -0.13689 -0.53982 0.00
C -0.70681 -0.68954 -0.22220 0.00
O 0.14433 0.41044 0.01174 0.00
C 1.43434 0.22552 0.38491 0.02
O 1.88332 -0.91983 0.57362 0.07
O 2.09482 1.27740 0.53530 0.07
O -2.26221 1.06323 -0.60644 0.00
Yb 4.23509 0.05785 1.24389 1.82
H -2.83184 -0.87585 -0.81994 0.00
H -0.34380 -1.33071 -1.03961 0.00
Li -0.68651 2.19354 -0.23317 0.01



[20]
12
Properties=species:S:1:pos:R:3:lowdin_spin:R:1 method="wB97M-V/def2-TZVPD" fmax_ev_per_a=5.81 energy_ha=-640.96184 multiplicity=2 total_charge=+1 relative_energy_ev=1.247
O 3.57589 -1.22385 2.64326 0.75
O 0.63619 1.11936 0.89217 0.00
C 0.72906 -0.12295 0.94746 0.00
C 3.20128 -2.14045 0.54449 0.09
O 1.46982 -0.63131 1.89481 0.00
O 0.52630 -0.75752 -0.16274 0.01
C 2.97915 -0.97927 1.51274 0.09
H 4.20789 -2.13954 0.10759 0.00
H 3.36679 -0.07970 0.99479 0.04
H 3.08153 -2.95802 1.35279 0.00
Rb -2.59800 1.53538 -0.94961 0.00
Mg 1.63933 -2.15472 -0.88636 0.03